Here is 8 unconnected molecules or ions with the total composition C25H36FN3O30S8 from the OMol25 dataset. Energies are from ωB97M-V/def2-TZVPD.

Structure (XYZ):
```
103
Properties=species:S:1:pos:R:3:forces:R:3:mulliken_charge:R:1
C 0.691 -1.820 4.538 -0.898 0.560 -1.386 -0.0812
C 1.086 -1.368 3.467 -0.120 1.724 0.052 -0.8272
C 1.504 -0.376 2.347 1.350 -0.484 -0.084 0.7165
C 2.951 -0.185 2.043 -1.762 1.243 -1.211 -0.5124
C 3.369 0.823 0.965 -4.434 -1.078 0.354 0.3757
S 5.096 1.171 0.481 1.626 4.385 -1.301 1.2629
O 5.640 2.175 1.404 -0.884 -2.862 -0.574 -0.5908
O 5.140 1.675 -0.905 -0.618 -2.375 2.225 -0.6129
F 6.051 -0.178 0.555 -2.072 1.556 0.148 -0.2161
C 2.283 1.572 0.265 1.165 -1.350 1.067 -0.3483
C 0.792 1.349 0.543 1.525 -0.286 0.838 -0.0934
N -0.113 2.127 -0.200 -1.942 -2.511 2.485 -0.1384
C -1.418 1.839 0.136 0.392 -0.676 0.069 0.1903
C -2.569 2.636 -0.627 1.664 0.100 -0.200 -0.0060
N -2.406 4.111 -0.355 0.477 -0.908 0.015 -0.5841
C -1.816 0.808 1.181 1.241 -0.077 0.161 -0.6674
N -0.947 0.063 1.951 0.149 3.012 -3.272 -0.4677
C 0.378 0.365 1.597 2.145 -0.310 0.217 0.0853
H 0.146 -2.140 5.468 1.262 0.259 -1.700 0.4279
H 3.784 -0.747 2.562 -1.468 0.564 -0.473 0.4504
H 2.598 2.342 -0.511 -0.696 -1.101 1.062 0.4577
H -2.328 2.516 -1.735 -0.724 -0.194 1.391 0.2729
H -3.604 2.270 -0.371 1.243 0.295 -0.217 -0.0105
H -1.888 4.193 0.534 -0.448 0.201 -0.640 0.2637
H -1.760 4.461 -1.078 -0.378 -0.147 0.670 0.3334
H -2.925 0.637 1.348 1.562 0.257 -0.199 0.3842
O 2.529 5.293 -0.413 -0.499 -0.099 -0.388 -0.5680
S 1.194 5.662 -0.749 -0.016 0.388 0.189 1.1609
O 0.373 4.883 -1.613 0.476 0.143 0.265 -0.5217
O 1.212 7.187 -1.288 0.218 -0.562 0.489 -0.3283
C 0.357 7.994 -0.476 -0.604 0.171 0.067 -0.3772
C 0.367 7.335 0.892 0.413 0.464 0.218 -0.3501
O 0.380 5.931 0.625 -0.075 -0.121 -0.769 -0.2725
H -0.644 7.978 -0.915 0.022 0.028 0.058 0.2968
H 0.721 9.020 -0.442 0.171 -0.169 -0.127 0.3127
H -0.502 7.605 1.491 -0.026 -0.278 -0.093 0.3250
H 1.279 7.582 1.443 -0.056 0.051 -0.020 0.2762
O 3.576 -2.828 5.070 1.882 -3.215 -1.975 -0.4739
S 3.215 -4.200 5.139 0.654 0.060 -0.556 1.1175
O 1.984 -4.647 5.703 0.333 0.359 -0.201 -0.6575
O 4.431 -5.019 5.831 -0.290 0.345 -0.408 -0.3216
C 4.898 -6.030 4.932 -0.175 -0.457 -0.177 -0.4435
C 4.611 -5.488 3.541 0.703 0.170 -0.041 -0.2232
O 3.355 -4.826 3.655 -0.462 -0.361 0.585 -0.1853
H 4.332 -6.946 5.124 0.043 0.011 -0.032 0.3138
H 5.959 -6.222 5.090 -0.090 0.216 0.145 0.3299
H 4.561 -6.273 2.788 -0.234 0.101 0.052 0.2647
H 5.358 -4.747 3.245 0.020 -0.098 -0.015 0.2242
O 5.478 -5.738 -0.886 -0.226 0.311 0.500 -0.6053
S 4.351 -5.105 -0.286 -0.451 -0.141 -0.309 1.0592
O 4.471 -4.046 0.659 0.238 -0.294 -0.420 -0.3752
O 3.404 -6.256 0.346 0.551 0.271 -0.479 -0.3227
C 2.101 -6.179 -0.236 -0.643 0.339 0.052 -0.3275
C 2.317 -5.604 -1.624 -0.135 -0.627 -0.282 -0.2981
O 3.347 -4.627 -1.461 0.238 0.086 0.788 -0.2283
H 1.492 -5.510 0.378 -0.002 -0.034 -0.045 0.2536
H 1.638 -7.165 -0.266 0.265 -0.009 0.081 0.3469
H 1.415 -5.148 -2.030 0.209 0.237 0.064 0.2538
H 2.682 -6.367 -2.318 -0.065 0.004 0.035 0.2744
O 4.621 -1.237 7.403 -0.464 0.044 -0.304 -0.6413
S 3.279 -0.874 7.089 -0.465 0.190 0.053 1.1156
O 2.467 -1.627 6.197 -1.074 2.899 3.432 -0.2614
O 3.273 0.675 6.614 0.266 -0.452 0.447 -0.3227
C 2.413 1.435 7.463 -0.542 0.110 0.055 -0.3167
C 2.439 0.720 8.804 0.420 0.356 0.197 -0.4152
O 2.468 -0.670 8.480 -0.032 0.075 -0.542 -0.3436
H 1.409 1.424 7.029 0.016 0.026 0.053 0.2722
H 2.764 2.464 7.538 0.165 -0.152 -0.138 0.3210
H 1.570 0.953 9.418 -0.014 -0.253 -0.091 0.3186
H 3.351 0.957 9.360 -0.060 0.082 -0.012 0.2998
O -6.101 2.097 -0.634 -0.115 0.447 -0.296 -0.5517
S -6.255 2.723 -1.908 -0.103 -0.207 -0.475 1.1006
O -6.152 4.130 -2.095 0.115 -0.502 0.342 -0.5527
O -7.648 2.215 -2.554 0.674 -0.102 0.490 -0.3448
C -7.391 1.583 -3.811 0.036 0.101 -0.622 -0.2444
C -5.989 1.016 -3.694 -0.223 -0.606 0.070 -0.1640
O -5.257 1.994 -2.954 -0.469 0.601 0.218 -0.2974
H -7.446 2.343 -4.592 0.033 -0.047 0.053 0.2288
H -8.134 0.809 -4.006 -0.023 0.102 0.251 0.3171
H -5.528 0.843 -4.665 0.108 0.261 0.130 0.2351
H -5.985 0.085 -3.119 -0.035 0.000 -0.066 0.3123
O -1.188 -1.607 -2.756 0.286 -0.437 -0.303 -0.5141
S 0.074 -1.938 -3.332 0.488 0.556 0.215 1.0315
O 0.216 -2.901 -4.373 -0.347 0.292 0.303 -0.5750
O 1.090 -2.319 -2.134 -0.672 0.274 -0.337 -0.2597
C 2.228 -1.451 -2.174 0.693 0.171 -0.245 -0.1942
C 1.720 -0.158 -2.787 0.006 0.293 0.680 0.0827
O 0.796 -0.570 -3.800 -0.121 -0.941 -0.062 -0.3812
H 2.989 -1.916 -2.805 -0.006 0.037 0.057 0.2964
H 2.629 -1.302 -1.171 -0.235 -0.142 0.012 0.1253
H 2.521 0.441 -3.217 -0.154 -0.109 -0.188 0.3295
H 1.173 0.440 -2.053 0.084 -0.009 -0.041 0.0346
O -8.908 1.761 -7.245 0.591 0.175 0.046 -0.5383
S -7.515 1.481 -7.345 -0.044 -0.296 -0.529 1.0943
O -6.511 2.394 -6.914 -0.496 -0.267 0.083 -0.4961
O -7.195 1.039 -8.867 -0.421 0.008 0.707 -0.3148
C -6.624 -0.272 -8.878 0.553 -0.301 0.067 -0.3693
C -7.192 -0.965 -7.652 -0.422 -0.373 -0.414 -0.3546
O -7.235 0.047 -6.644 0.338 0.626 -0.220 -0.2862
H -5.538 -0.170 -8.807 -0.042 -0.051 -0.008 0.2884
H -6.880 -0.791 -9.801 -0.127 0.240 0.029 0.3214
H -6.579 -1.806 -7.328 0.025 0.219 0.186 0.3417
H -8.214 -1.309 -7.830 0.067 -0.025 -0.030 0.2782
```
Forces are in eV/Å.

## Properties
Structure (SMILES): C#Cc1cc(S(=O)(=O)F)cc2nc(CN)cnc12.O=S1(=O)OCCO1.O=S1(=O)OCCO1.O=S1(=O)OCCO1.O=S1(=O)OCCO1.O=S1(=O)OCCO1.O=S1(=O)OCCO1.O=S1(=O)OCCO1
Kohn-Sham gap (Ha): 0.27579
HOMO (hartree): -0.3201
Electronic energy (eV): -181789.5464